1.
The following is a quantum chemistry calculation of a structure of composition C38H39N11O2Sr, from OMol25.

Element x y z (Å)
Sr1 -0.4207 -0.3906 0.5749
C1 -3.9792 2.6983 2.2748
O1 -3.5582 1.7260 3.3373
C2 -2.7394 0.8477 2.7794
N1 -2.5633 0.8520 1.4966
C3 -3.3068 2.0295 0.9822
C4 -4.2239 1.7134 -0.1717
C5 -4.3097 2.6134 -1.2504
C6 -4.7570 2.1623 -2.4896
C7 -5.3057 0.8927 -2.6046
C8 -5.4694 0.1205 -1.4245
C9 -4.9321 0.5327 -0.2178
C10 -2.2123 -0.3040 3.5560
C11 -2.1570 -0.3982 4.9295
C12 -1.6311 -1.5698 5.4512
C13 -1.3794 -2.6772 4.6574
C14 -1.3568 -2.4669 3.2805
N2 -1.7217 -1.2936 2.7889
C15 -0.7432 -3.3838 2.2084
N3 -0.2917 -2.9890 1.0846
C16 0.1684 -4.1851 0.3595
C17 0.0058 -5.2976 1.3788
O2 -0.5325 -4.6100 2.5965
C18 1.5522 -4.0156 -0.1841
C19 2.6008 -3.6942 0.7618
C20 3.9109 -3.7100 0.3659
C21 4.2280 -4.0443 -0.9413
C22 3.2182 -4.3412 -1.8525
C23 1.9005 -4.3942 -1.4718
H1 -3.7321 3.7053 2.5891
H2 -5.0729 2.6642 2.2190
H3 -2.5079 2.7031 0.5827
H4 -3.8683 3.5966 -1.2067
H5 -4.6031 2.8306 -3.3219
H6 -5.6617 0.5448 -3.5552
H7 -6.0224 -0.7875 -1.5443
H8 -4.8576 -0.1342 0.6289
H9 -2.3684 0.4440 5.5600
H10 -1.5766 -1.6857 6.4932
H11 -1.1584 -3.6993 5.0322
H12 -0.5587 -4.2830 -0.4297
H13 0.8777 -5.8524 1.6116
H14 -0.7408 -6.0544 1.0017
H15 2.2358 -3.5631 1.7920
H16 4.6779 -3.5920 1.1737
H17 5.2683 -4.1159 -1.2629
H18 3.4680 -4.5905 -2.8496
H19 1.1218 -4.6865 -2.1446
C24 5.4270 0.5005 0.4993
C25 4.4116 -0.1532 1.1944
C26 3.1823 -0.3679 0.5630
C27 3.0032 -0.0463 -0.7688
C28 3.9757 0.6195 -1.4900
C29 5.2576 0.8430 -0.8801
N4 1.6746 -0.3028 -1.2901
N5 1.5795 -0.1837 -2.5330
C30 0.2372 -0.3183 -3.0316
C31 0.0355 -0.1477 -4.3813
C32 -1.2491 -0.3715 -4.8963
C33 -2.1649 -0.9573 -4.0329
C34 -1.8998 -0.9778 -2.6658
N6 -0.7065 -0.6756 -2.1468
H20 6.3802 0.7012 0.9338
H21 4.6191 -0.3702 2.2376
H22 2.3642 -0.8573 1.1243
H23 3.7985 0.9141 -2.5065
H24 6.0323 1.3525 -1.4327
H25 0.8920 0.1865 -4.9891
H26 -1.4184 -0.2622 -5.9620
H27 -3.1571 -1.3679 -4.3789
H28 -2.6269 -1.4777 -2.0412
C35 0.4815 3.7303 -2.6703
N7 0.9231 3.8930 -1.2958
C36 1.8861 4.9486 -1.0747
C37 0.6347 2.9632 -0.3775
N8 -0.1180 1.9412 -0.6128
N9 1.0720 3.3490 0.9304
C38 1.4692 2.4787 1.9771
N10 2.3519 3.0223 2.8829
N11 0.9752 1.2798 2.0855
H29 1.0618 2.9311 -3.1829
H30 0.7648 4.6435 -3.2007
H31 -0.6034 3.5541 -2.8040
H32 2.5094 5.0698 -1.9822
H33 2.6608 4.7198 -0.3426
H34 1.3831 5.9105 -0.7799
H35 -0.2801 1.9067 -1.6116
H36 1.4063 4.3007 1.0498
H37 2.8299 3.8672 2.6776
H38 2.5766 2.5594 3.7345
H39 1.4531 0.7839 2.8466

Gap between HOMO and LUMO: 7.8 eV
2S+1: 1
Charge: +2
Molar mass: 769.43 g/mol
HOMO level: -13.352 eV
Relative energy (zero: lowest compared OMol25 entry of this formula, charge and spin): 99.82 kJ/mol



2.
The following is a quantum chemistry calculation of a structure of composition C38H40BF3FeO2, from OMol25.

Element x y z (Å)
C1 -3.1334 0.3129 3.3694
C2 -3.0368 1.7585 3.2643
C3 -3.0317 2.1025 1.8562
C4 -3.1227 0.8813 1.0944
C5 -3.1822 -0.2270 2.0267
Fe1 -1.5689 0.8705 2.3482
C6 -0.1008 -0.2628 3.0668
C7 0.0516 1.0815 3.4996
C8 0.0538 1.9346 2.3550
C9 -0.0100 1.1048 1.1336
C10 0.0099 1.6137 -0.2277
C11 0.4826 2.9382 -0.5696
C12 0.0222 3.6283 -1.7298
C13 0.3007 4.9732 -1.9096
C14 1.1415 5.6632 -1.0223
C15 1.7299 4.9561 0.0249
C16 1.4485 3.6136 0.2284
C17 -0.2194 -0.2910 1.6419
H1 -3.2034 -0.2597 4.2816
H2 -3.0212 2.4648 4.0840
H3 -3.0398 3.0978 1.4376
H4 -3.2332 0.8117 0.0241
H5 -3.3314 -1.2599 1.7552
H6 -0.0876 -1.1673 3.6573
H7 0.2196 1.3816 4.5239
H8 0.2011 3.0121 2.3114
H9 -0.5562 1.0490 -0.9665
H10 -0.6043 3.0751 -2.4383
H11 -0.1671 5.5202 -2.7241
H12 1.2690 6.7448 -1.1138
H13 2.3794 5.4934 0.7089
H14 1.9530 3.0906 1.0315
H15 -0.3958 -1.1769 1.0320
C18 2.0035 -2.9283 -7.2780
C19 2.0261 -3.6246 -5.9365
C20 1.5268 -5.1079 -6.0246
C21 3.3724 -3.4013 -5.0281
C22 4.3599 -4.5539 -5.0770
C23 4.0685 -2.0564 -5.2639
O1 2.8328 -3.4254 -3.6659
B1 1.4670 -3.4285 -3.8792
C24 0.4848 -4.0543 -2.8720
C25 -0.8879 -4.0809 -3.1616
C26 -1.7809 -4.8560 -2.4118
C27 -1.2787 -5.6185 -1.3476
C28 -2.2333 -6.4710 -0.5396
F1 -1.6058 -7.5494 0.0263
F2 -2.8007 -5.7637 0.4861
F3 -3.2588 -6.9721 -1.2909
C29 0.0498 -5.5299 -0.9786
C30 0.9301 -4.7408 -1.7155
C31 1.2581 -0.0517 -2.1909
C32 0.4973 -1.0900 -1.4262
C33 0.9079 0.3490 -3.4984
C34 1.9006 1.0607 -4.2640
C35 1.5745 1.7095 -5.4489
C36 0.2789 1.5937 -5.9721
C37 -0.6356 0.7051 -5.3845
C38 -0.3293 0.0608 -4.1769
O2 1.0140 -2.9688 -5.1157
H16 2.7600 -3.3235 -7.9701
H17 1.0273 -3.0539 -7.7606
H18 2.1690 -1.8523 -7.1534
H19 2.1117 -5.7425 -6.6965
H20 1.4932 -5.6011 -5.0436
H21 0.4900 -5.1007 -6.3873
H22 4.7526 -4.7359 -6.0817
H23 5.2016 -4.3290 -4.4164
H24 3.8937 -5.4716 -4.7026
H25 4.5415 -1.9901 -6.2518
H26 3.3805 -1.2170 -5.1392
H27 4.8536 -1.9306 -4.5157
H28 -1.2668 -3.5238 -4.0176
H29 -2.8457 -4.8648 -2.6420
H30 0.4006 -6.0791 -0.0821
H31 1.9807 -4.6999 -1.4298
H32 2.2885 0.1471 -1.8503
H33 0.9041 -2.1225 -1.4399
H34 0.5056 -0.7991 -0.3569
H35 -0.5425 -1.1860 -1.7499
H36 2.9342 1.0219 -3.8877
H37 2.3405 2.3038 -5.9679
H38 0.0018 2.1449 -6.8817
H39 -1.6017 0.5097 -5.8691
H40 -0.9881 -0.7114 -3.7722

Gap between HOMO and LUMO (spin up / spin down): 6.3 / 5.0 eV
2S+1: 5
Molar mass: 652.39 g/mol
HOMO level (spin up / spin down): -5.792 / -8.502 eV
Relative energy (zero: lowest compared OMol25 entry of this formula, charge and spin): 166.32 kJ/mol